No. 1
Below is an isolated molecule of C12H8N2O3S2 at a distorted geometry, with properties calculated with ωB97M-V with the def2-TZVPD basis set.

## Properties
SMILES: O=C(NN1C(=O)CSC1=S)c1cc2ccccc2o1
Orbital gap, hartree: 0.3095
Energy, eV: -43364.2613
Multiplicity: 1
ΔE to the lowest compared entry with this formula, charge and spin, kJ/mol: 141.4
Total charge: 0

Last column: Mulliken charge in e.
Element x y z (Å)
1 O 0.08696 1.89998 -0.93021  -0.64
2 C -0.41506 1.03109 -0.25185  0.18
3 N -1.77788 1.06009 -0.14055  -0.09
4 N -2.63682 1.79458 -0.99275  0.05
5 C -2.95893 1.29417 -2.25003  0.30
6 O -2.80434 0.14313 -2.52802  -0.55
7 C -3.07917 2.35054 -3.26152  -0.40
8 S -2.93946 3.98815 -2.40909  -0.07
9 C -2.81929 3.13622 -0.93977  0.12
10 S -3.28649 3.91724 0.46379  -0.26
11 C 0.47662 0.10020 0.38366  0.47
12 C 1.83058 0.18037 0.33712  -0.62
13 C 2.24659 -1.13800 0.90456  1.32
14 C 3.51901 -1.67016 1.04333  -0.95
15 C 3.56018 -2.85860 1.86297  -0.24
16 C 2.50701 -3.40995 2.42061  -0.49
17 C 1.30826 -2.75756 2.26897  -0.49
18 C 1.15059 -1.73377 1.38069  0.10
19 O 0.03085 -1.10514 0.98774  -0.43
20 H -2.19668 0.53091 0.61207  0.24
21 H -2.23349 2.22239 -3.95006  0.31
22 H -4.00575 2.20619 -3.84617  0.38
23 H 2.52898 0.97032 0.00951  0.44
24 H 4.53119 -1.34652 0.80087  0.34
25 H 4.47627 -3.39820 2.03386  0.36
26 H 2.42362 -4.32773 3.08460  0.29
27 H 0.47665 -3.07994 2.90570  0.35



No. 2
Below is a structure of composition C12H8N2O4Pm at a distorted geometry, with properties calculated with ωB97M-V with the def2-TZVPD basis set.

## Properties
Orbital gap (alpha / beta), hartree: 0.2205 / 0.2295
Energy, eV: -40264.1206
Multiplicity: 5
Total charge: +3
Expectation value of S²: 6.0088

Last column: Mulliken spin population.
Element x y z (Å)
1 Pm -0.12090 0.02757 -0.80320  4.05
2 O 0.02942 3.80618 -0.69799  0.00
3 C -0.03427 2.67140 -0.58171  0.00
4 C -0.02573 -2.65719 -0.68649  0.00
5 O 0.04220 -3.80394 -0.72216  0.00
6 C 2.43247 0.01304 -0.95500  0.00
7 O 3.58287 0.00230 -1.12224  0.00
8 C -2.55122 -0.00213 -1.44710  0.00
9 O -3.68215 -0.01074 -1.64854  0.00
10 C 0.07688 0.67536 -4.74379  0.00
11 H -0.86620 1.22319 -4.78466  0.00
12 H 1.01709 1.23083 -4.76710  0.00
13 C 0.08044 -0.66439 -4.73518  -0.01
14 H 1.02350 -1.21558 -4.75145  0.00
15 H -0.85966 -1.21796 -4.77102  0.00
16 N 3.10784 -0.06259 4.88236  0.00
17 C 2.08463 -0.02608 4.29599  0.00
18 C 0.85381 0.00215 3.49204  0.00
19 C -0.41480 0.04438 4.10326  0.00
20 C -1.57735 0.03661 3.31964  0.00
21 C -1.47640 -0.02527 1.93963  0.00
22 N -0.24786 -0.12974 1.39055  -0.03
23 C 0.93924 -0.04282 2.08576  0.00
24 H -0.48737 0.08254 5.20314  0.00
25 H -2.56021 0.07324 3.76264  0.00
26 H -2.28497 -0.01213 1.21474  0.00
27 H 1.91869 -0.01826 1.52793  0.00



No. 3
Below is a structure of composition C12H8NO3PtS2, with properties calculated with ωB97M-V with the def2-TZVPD basis set.

## Properties
Orbital gap (alpha / beta), hartree: 0.1430 / 0.2403
Energy, eV: -45122.0617
Multiplicity: 4
Total charge: -2
Expectation value of S²: 3.7735

Last column: Mulliken spin population.
Element x y z (Å)
1 Pt -0.07070 -0.60411 -0.64220  1.31
2 O 3.56310 0.36207 -2.81137  0.00
3 C 2.72856 0.42107 -1.89515  0.01
4 O 2.02250 -0.55132 -1.48759  0.04
5 C 2.63711 1.75955 -1.15958  0.04
6 C 3.85120 2.42987 -1.00034  -0.01
7 C 3.94859 3.65171 -0.35671  0.02
8 C 2.78747 4.24523 0.12904  -0.01
9 C 1.57468 3.60303 -0.03004  0.01
10 C 1.46283 2.35281 -0.66425  -0.02
11 S -0.17321 1.72087 -0.81963  0.22
12 H 4.72768 1.95649 -1.42403  0.00
13 H 4.91148 4.13767 -0.24240  0.00
14 H 2.82718 5.20482 0.63494  0.00
15 H 0.66618 4.05617 0.34915  0.00
16 O -2.14155 -1.25420 -0.89790  0.17
17 N -2.61834 -2.06758 0.07338  0.26
18 C -3.97602 -2.39882 -0.02253  0.25
19 C -4.53550 -3.25617 0.88697  -0.14
20 C -3.77974 -3.81734 1.91827  0.34
21 C -2.39324 -3.45526 1.98176  0.12
22 C -1.83547 -2.59828 1.05752  0.02
23 S -0.13820 -2.16496 1.07848  0.29
24 H -4.49218 -1.91871 -0.83714  0.05
25 H -5.59202 -3.48363 0.78394  -0.01
26 H -4.22044 -4.48836 2.64356  0.05
27 H -1.74194 -3.84260 2.75384  0.00



No. 4
Below is a structure of composition C12H8NO3RuS2, with properties calculated with ωB97M-V with the def2-TZVPD basis set.

## Properties
Orbital gap (alpha / beta), hartree: 0.3218 / 0.2411
Energy, eV: -44450.2423
Multiplicity: 5
ΔE to the lowest compared entry with this formula, charge and spin, kJ/mol: 0.0
Total charge: +1
Expectation value of S²: 6.0452

Last column: Mulliken spin population.
Element x y z (Å)
1 Ru -0.63768 0.25229 -0.32184  2.44
2 O -0.80680 1.08955 -2.17222  0.05
3 C -0.19243 2.04649 -1.55614  0.00
4 O -0.57818 2.35901 -0.38069  0.04
5 C 1.13145 2.49416 -2.05678  0.13
6 C 1.32259 3.61424 -2.81988  -0.02
7 C 2.61715 3.93782 -3.24682  0.17
8 C 3.70780 3.14444 -2.90564  -0.05
9 C 3.52312 2.02138 -2.12867  0.13
10 C 2.22858 1.66562 -1.68019  0.01
11 S 2.04024 0.28275 -0.71646  0.84
12 H 0.48766 4.24485 -3.09564  0.00
13 H 2.77129 4.82006 -3.85459  0.01
14 H 4.69826 3.40966 -3.24861  0.00
15 H 4.36205 1.39758 -1.84976  -0.01
16 O -0.65748 -0.15450 1.59067  0.09
17 N -1.09404 -1.39068 1.98817  0.00
18 C -1.13789 -1.58000 3.32153  0.01
19 C -1.54837 -2.78878 3.80940  0.02
20 C -1.91788 -3.78745 2.90613  0.00
21 C -1.86455 -3.54967 1.55212  0.02
22 C -1.43682 -2.30904 1.08168  0.00
23 S -1.31200 -1.88174 -0.60060  0.15
24 H -0.83325 -0.72698 3.90741  0.00
25 H -1.57594 -2.94283 4.87801  0.00
26 H -2.24796 -4.75194 3.26796  0.00
27 H -2.14641 -4.30343 0.83024  0.00



No. 5
Below is a structure of composition C12H9Cl2IN4O2SeTc at a distorted geometry, with properties calculated with ωB97M-V with the def2-TZVPD basis set.

## Properties
Orbital gap (alpha / beta), hartree: 0.2475 / 0.2537
Energy, eV: -123319.6184
Multiplicity: 4
Total charge: +2
Expectation value of S²: 3.8200

Last column: Mulliken spin population.
Element x y z (Å)
1 Tc -0.92858 -0.00743 0.64972  2.78
2 Cl -4.22527 0.09157 2.77996  0.00
3 C -4.37289 1.15983 1.43894  0.01
4 Cl -3.03596 1.00916 0.16268  0.01
5 H -4.31006 2.18770 1.76795  0.00
6 H -5.27513 0.94989 0.88057  0.00
7 O -1.42207 -3.55566 2.43388  0.02
8 C -0.98306 -2.58373 1.92758  0.03
9 O -1.69220 -1.46154 1.62397  0.13
10 C 0.45420 -2.42507 1.51324  0.01
11 C 1.41175 -3.37871 1.74332  -0.01
12 C 2.71726 -3.10821 1.35402  0.02
13 C 3.01460 -1.88725 0.75847  0.00
14 C 2.00486 -0.97746 0.54597  0.01
15 N 0.73327 -1.25225 0.90341  -0.04
16 H 1.12374 -4.30201 2.22773  0.00
17 H 3.49909 -3.83804 1.52376  0.00
18 H 4.02356 -1.63453 0.46647  0.00
19 H 2.19483 -0.01072 0.10207  0.00
20 Se -0.32265 4.83752 -1.06307  -0.01
21 N 0.48943 4.27054 -2.48899  0.02
22 C 0.50559 2.94933 -2.41671  0.01
23 C 1.02293 2.08584 -3.40968  0.03
24 C 0.91684 0.73801 -3.19875  -0.02
25 C 0.34396 0.25232 -2.01903  0.02
26 N -0.14281 1.00951 -1.03061  -0.03
27 C -0.10865 2.38807 -1.22926  -0.01
28 N -0.62341 3.23935 -0.37828  0.00
29 H 1.46943 2.48978 -4.31060  0.00
30 H 1.27399 0.02951 -3.93317  0.00
31 H 0.29020 -0.82263 -1.87004  0.00
32 I -0.04679 1.55733 2.54447  0.04



No. 6
Below is a structure of composition C12H9Cl2N4PdS, with properties calculated with ωB97M-V with the def2-TZVPD basis set.

## Properties
Orbital gap (alpha / beta), hartree: 0.2468 / 0.2468
Energy, eV: -57905.5250
Multiplicity: 1
ΔE to the lowest compared entry with this formula, charge and spin, kJ/mol: 3.5
Total charge: +1

Last column: Mulliken charge in e.
Element x y z (Å)
1 Pd -0.65090 -0.78178 0.21688  0.52
2 Cl -1.08843 -0.08760 -2.28575  -0.17
3 C 0.45195 -0.50670 -2.99525  0.93
4 C 0.65949 -0.12929 -4.30864  -0.78
5 C 1.87208 -0.42638 -4.90565  -0.35
6 C 2.85145 -1.09368 -4.18848  -0.70
7 C 2.61771 -1.46222 -2.87565  0.33
8 Cl 3.85354 -2.31619 -2.02180  -0.20
9 C 1.40303 -1.18041 -2.23706  0.02
10 S 1.14147 -1.77052 -0.60339  -0.08
11 H -0.11716 0.39382 -4.84868  0.42
12 H 2.05452 -0.13498 -5.93026  0.38
13 H 3.80239 -1.33691 -4.64079  0.42
14 N 0.28852 1.28066 3.59787  -0.10
15 C 1.61270 1.05442 3.30172  -0.64
16 C 1.62907 0.31575 2.15794  -0.40
17 N 0.33625 0.09967 1.76676  -0.15
18 C -0.45543 0.68449 2.65111  0.06
19 C -1.88301 0.60555 2.42628  0.40
20 N -2.29817 0.00692 1.32229  -0.05
21 C -3.66577 0.02965 1.34883  -0.61
22 C -4.07764 0.64402 2.49261  -0.33
23 N -2.93423 1.00251 3.16518  -0.13
24 H -0.04614 1.81239 4.38410  0.20
25 H 2.40745 1.43034 3.91989  0.40
26 H 2.46190 -0.07373 1.60027  0.54
27 H -4.25966 -0.38802 0.55536  0.47
28 H -5.05777 0.85849 2.87808  0.41
29 H -2.90923 1.46974 4.05625  0.21